No. 1
Formula: C40H34Cl2GeNO5S4TcTe
Source: OMol25
Level of theory: the ωB97M-V functional and the def2-TZVPD basis

XYZ file:
```
89
Properties=species:S:1:pos:R:3:lowdin_charge:R:1
Tc -1.480 -0.269 0.506 0.76
O -5.756 -4.762 -2.236 -0.04
C -4.985 -3.911 -1.911 -1.01
S -3.218 -4.077 -2.041 0.99
C -2.808 -2.522 -1.351 -1.11
C -3.853 -1.717 -0.991 -1.09
S -3.617 -0.151 -0.329 0.64
S -5.471 -2.348 -1.234 0.97
S -1.183 -2.075 -1.133 0.63
C -4.096 1.175 2.952 -0.36
Te -1.995 1.372 2.603 1.46
C -2.302 3.243 1.534 -0.39
H -4.446 2.013 3.546 0.01
H -4.257 0.251 3.496 0.01
H -4.616 1.152 1.997 -0.02
H -2.922 3.070 0.658 0.00
H -1.336 3.624 1.211 -0.03
H -2.776 3.982 2.172 0.00
Cl 2.833 -3.597 4.764 0.73
C 3.344 -3.115 3.173 -0.58
C 4.681 -2.857 2.952 -0.11
C 5.102 -2.487 1.685 -0.08
C 4.176 -2.349 0.667 -0.10
C 2.831 -2.580 0.907 -0.55
Cl 1.716 -2.261 -0.378 0.80
C 2.373 -3.013 2.163 -0.31
N 1.053 -3.239 2.477 0.08
C 0.162 -4.072 1.808 -0.21
C 0.593 -4.872 0.752 -0.07
C -0.294 -5.679 0.067 -0.08
C -1.625 -5.716 0.442 -0.13
C -2.043 -4.967 1.528 -0.04
C -1.170 -4.155 2.236 -0.17
C -1.693 -3.333 3.382 -0.03
C -1.906 -1.887 2.917 -0.65
O -1.817 -0.948 3.727 -0.15
O -2.182 -1.761 1.702 -0.23
H 5.381 -2.962 3.765 0.10
H 6.145 -2.297 1.492 0.11
H 4.481 -2.040 -0.322 0.10
H 0.854 -3.109 3.461 0.09
H 1.637 -4.862 0.476 0.10
H 0.059 -6.282 -0.758 0.11
H -2.334 -6.329 -0.096 0.09
H -3.078 -5.005 1.834 0.12
H -1.030 -3.322 4.250 0.12
H -2.662 -3.727 3.699 0.13
C 2.381 0.461 2.333 0.07
C 1.143 0.305 1.513 -0.54
O 0.954 1.208 0.566 -0.11
O 0.284 -0.557 1.672 -0.12
H 3.263 0.397 1.697 0.10
H 2.426 -0.314 3.090 0.09
H 2.371 1.439 2.809 0.10
C -0.236 1.085 -0.148 -0.37
Ge 0.235 2.440 -1.558 1.06
C -1.019 2.593 -3.078 -0.27
C -0.704 3.355 -4.197 -0.11
C -1.555 3.378 -5.288 -0.09
C -2.728 2.638 -5.273 -0.08
C -3.045 1.877 -4.161 -0.07
C -2.191 1.854 -3.073 -0.11
C 0.581 4.179 -0.660 -0.28
C -0.181 5.285 -1.010 -0.11
C 0.068 6.518 -0.436 -0.08
C 1.075 6.658 0.504 -0.08
C 1.827 5.556 0.871 -0.08
C 1.581 4.324 0.293 -0.12
C 1.904 1.552 -2.157 -0.26
C 3.164 2.130 -2.110 -0.10
C 4.280 1.402 -2.487 -0.09
C 4.145 0.093 -2.915 -0.09
C 2.891 -0.494 -2.958 -0.11
C 1.779 0.233 -2.578 -0.14
H 0.216 3.926 -4.212 0.10
H -1.303 3.969 -6.157 0.10
H -3.389 2.650 -6.128 0.10
H -3.956 1.297 -4.138 0.11
H -2.415 1.254 -2.201 0.02
H -0.975 5.167 -1.735 0.10
H -0.516 7.375 -0.729 0.10
H 1.279 7.622 0.945 0.10
H 2.615 5.661 1.602 0.10
H 2.165 3.461 0.582 0.09
H 3.264 3.155 -1.775 0.09
H 5.258 1.857 -2.440 0.10
H 5.015 -0.471 -3.223 0.10
H 2.782 -1.521 -3.276 0.10
H 0.796 -0.224 -2.592 0.08
```

Calculated values
- Energy relative to the best compared isomer or geometry (same formula, charge and spin): 5.8 kcal per mole
- Kohn-Sham gap (alpha / beta): 6.0 / 6.0 eV
- Strongest force on any atom: 2.1 eV Å⁻¹
- Calculated total energy: -6914.5455 Ha
- Charge: 0


No. 2
Formula: C40H34Cl6IrN4O2
Source: OMol25
Level of theory: the ωB97M-V functional and the def2-TZVPD basis

XYZ file:
```
87
Properties=species:S:1:pos:R:3:lowdin_charge:R:1
Ir 0.733 0.662 1.424 1.22
Cl 5.773 -4.903 0.599 0.81
C 4.478 -3.864 0.984 -0.63
C 3.236 -4.407 1.386 -0.05
C 2.205 -3.587 1.721 0.05
C 2.321 -2.153 1.681 -0.31
O 1.347 -1.444 2.030 -0.08
C 3.589 -1.617 1.229 -0.09
C 3.846 -0.225 1.131 -0.06
N 3.047 0.764 1.401 0.01
C 3.544 2.058 1.394 -0.21
C 4.877 2.358 1.646 0.01
C 5.346 3.671 1.606 -0.04
C 4.498 4.717 1.350 0.01
C 3.123 4.471 1.140 -0.13
C 2.193 5.506 0.902 0.03
C 0.873 5.192 0.703 -0.01
C 0.478 3.850 0.777 -0.10
N 1.321 2.870 1.006 0.00
C 2.636 3.135 1.172 -0.16
C 4.635 -2.491 0.914 -0.02
H 3.129 -5.482 1.432 0.12
H 1.253 -3.985 2.035 0.13
H 4.850 0.003 0.764 0.13
H 5.563 1.570 1.911 0.12
H 6.395 3.855 1.779 0.12
H 4.858 5.735 1.325 0.13
H 2.536 6.530 0.884 0.13
H 0.134 5.953 0.510 0.12
H -0.563 3.577 0.674 0.11
H 5.591 -2.084 0.620 0.13
Cl -2.932 3.544 7.278 0.81
C -2.411 3.101 5.729 -0.67
C -1.182 2.423 5.562 -0.69
Cl -0.182 2.139 6.915 0.77
C -0.800 2.000 4.307 -0.56
Cl 0.681 1.167 4.083 0.80
C -1.595 2.229 3.134 -0.44
O -1.277 1.810 1.997 -0.12
C -2.801 2.997 3.339 -0.58
Cl -3.718 3.389 1.958 0.81
C -3.205 3.393 4.603 -0.69
Cl -4.672 4.248 4.810 0.76
C 1.448 -0.716 -5.760 -0.03
C 0.172 -0.095 -5.172 -0.56
C -0.011 1.328 -5.722 -0.03
C -1.027 -0.947 -5.589 -0.05
C 0.318 0.005 -3.670 -0.13
C 1.381 0.722 -3.120 0.02
C 1.493 0.840 -1.751 -0.11
N 0.626 0.296 -0.906 0.01
C -0.398 -0.418 -1.392 -0.18
C -0.570 -0.577 -2.766 0.08
C -1.291 -1.035 -0.394 -0.17
C -2.349 -1.882 -0.712 0.07
C -3.123 -2.470 0.291 -0.13
C -2.766 -2.175 1.604 0.03
C -1.714 -1.312 1.849 -0.11
N -1.006 -0.760 0.884 -0.02
C -4.299 -3.366 -0.047 -0.56
C -3.803 -4.570 -0.860 -0.03
C -5.011 -3.886 1.204 -0.06
C -5.306 -2.545 -0.864 -0.03
H 1.341 -0.802 -6.837 0.09
H 1.616 -1.711 -5.353 0.09
H 2.325 -0.109 -5.559 0.08
H -0.102 1.291 -6.803 0.10
H 0.834 1.966 -5.477 0.08
H -0.914 1.781 -5.319 0.09
H -1.081 -0.978 -6.673 0.09
H -1.958 -0.521 -5.225 0.09
H -0.929 -1.969 -5.232 0.09
H 2.119 1.197 -3.748 0.12
H 2.311 1.394 -1.315 0.10
H -1.401 -1.158 -3.123 0.10
H -2.573 -2.088 -1.745 0.11
H -3.298 -2.597 2.438 0.11
H -1.435 -1.063 2.863 0.11
H -3.060 -5.130 -0.296 0.09
H -3.367 -4.268 -1.808 0.08
H -4.637 -5.233 -1.071 0.09
H -4.350 -4.493 1.819 0.09
H -5.845 -4.513 0.902 0.09
H -5.414 -3.069 1.798 0.09
H -4.894 -2.225 -1.816 0.08
H -5.615 -1.665 -0.304 0.09
H -6.188 -3.147 -1.063 0.09
```

Calculated values
- <S²>: 8.858
- Multiplicity: 6
- Energy relative to the best compared isomer or geometry (same formula, charge and spin): 2.0 kcal per mole
- Kohn-Sham gap (alpha / beta): 7.0 / 5.6 eV
- Strongest force on any atom: 1.4 eV Å⁻¹
- Calculated total energy: -4779.1147 Ha
- Charge: +2


No. 3
Formula: C40H34ClCsN3O6PTe
Source: OMol25
Level of theory: the ωB97M-V functional and the def2-TZVPD basis

XYZ file:
```
87
Properties=species:S:1:pos:R:3:lowdin_charge:R:1
Cs 2.365 0.562 0.011 1.25
O 1.428 -3.340 -4.445 0.00
C 1.716 -2.456 -3.392 -0.52
O 0.786 -2.274 -2.561 -0.24
C 3.027 -1.922 -3.415 -0.23
C 4.008 -2.366 -4.347 -0.06
C 5.260 -1.810 -4.302 -0.12
C 5.556 -0.808 -3.364 -0.06
C 4.539 -0.407 -2.492 -0.24
N 3.325 -0.939 -2.508 0.08
C 4.810 0.765 -1.505 -0.85
O 4.729 1.908 -1.991 -0.05
O 4.973 0.463 -0.293 -0.30
H 0.543 -3.643 -4.208 0.09
H 3.760 -3.133 -5.068 0.09
H 6.018 -2.147 -5.003 0.08
H 6.525 -0.329 -3.323 0.09
N 0.835 -2.035 3.586 -0.13
P 0.741 -0.424 2.884 1.04
C -1.078 -0.243 2.822 -0.33
C -1.729 0.936 3.179 -0.10
C -3.100 1.061 3.020 -0.08
C -3.842 0.010 2.497 -0.11
C -3.201 -1.164 2.132 -0.11
C -1.826 -1.291 2.293 -0.09
C 1.140 0.461 4.434 -0.35
C 0.330 0.444 5.568 -0.10
C 0.732 1.078 6.736 -0.10
C 1.950 1.742 6.783 -0.11
C 2.764 1.766 5.659 -0.09
C 2.361 1.129 4.493 -0.09
C 1.227 -3.098 2.817 -0.41
C 1.842 -4.229 3.388 -0.04
C 2.183 -5.277 2.562 -0.11
C 1.923 -5.195 1.198 -0.09
C 1.316 -4.041 0.730 -0.12
N 0.962 -3.025 1.514 0.10
H 1.074 -2.098 4.562 0.09
H -1.158 1.775 3.556 0.11
H -3.584 1.993 3.287 0.10
H -4.913 0.112 2.355 0.09
H -3.760 -1.985 1.697 0.10
H -1.337 -2.202 1.972 0.08
H -0.631 -0.057 5.527 0.11
H 0.082 1.061 7.604 0.09
H 2.263 2.247 7.689 0.09
H 3.713 2.289 5.679 0.10
H 2.993 1.169 3.614 0.11
H 2.047 -4.263 4.452 0.10
H 2.662 -6.153 2.986 0.09
H 2.191 -5.985 0.510 0.09
H 1.100 -3.898 -0.326 0.11
Cl -0.744 7.340 0.936 0.56
C -0.352 5.637 1.144 -0.70
C 0.496 5.261 2.179 -0.15
C 0.798 3.914 2.330 -0.03
C 0.279 2.908 1.486 -0.42
O 0.616 1.679 1.593 -0.49
C -0.637 3.323 0.420 -0.14
C -1.324 2.471 -0.463 -0.21
O -1.429 1.135 -0.404 -0.56
C -0.902 4.713 0.289 -0.10
H 0.917 6.009 2.837 0.08
H 1.471 3.589 3.116 0.09
H -1.902 2.954 -1.254 0.11
H -1.571 5.049 -0.496 0.10
C -5.297 0.510 -6.069 -0.07
C -4.221 0.338 -5.030 -0.29
C -2.879 0.324 -5.385 -0.03
C -1.867 0.178 -4.438 -0.30
C -0.437 0.174 -4.901 -0.08
C -2.215 0.028 -3.084 -0.37
Te -0.657 -0.217 -1.661 1.54
C -3.564 0.008 -2.712 -0.29
C -4.035 -0.216 -1.299 -0.08
C -4.541 0.183 -3.690 -0.04
H -4.864 0.656 -7.059 0.07
H -5.929 1.374 -5.851 0.07
H -5.952 -0.364 -6.119 0.07
H -2.605 0.441 -6.429 0.11
H -0.372 0.484 -5.945 0.07
H 0.013 -0.821 -4.814 0.07
H 0.183 0.837 -4.296 0.06
H -3.226 -0.373 -0.591 0.01
H -4.702 -1.083 -1.270 0.08
H -4.601 0.647 -0.939 0.09
H -5.585 0.180 -3.384 0.12
```

Calculated values
- Kohn-Sham gap (alpha / beta): 3.6 / 4.5 eV
- Strongest force on any atom: 1.0 eV Å⁻¹
- Calculated total energy: -3250.1477 Ha
- Charge: -2


No. 4
Formula: C40H34GeN3O2Pd
Source: OMol25
Level of theory: the ωB97M-V functional and the def2-TZVPD basis

XYZ file:
```
81
Properties=species:S:1:pos:R:3:lowdin_charge:R:1
Pd -0.476 -1.474 0.091 0.73
C 3.962 -2.163 1.220 -0.01
O 3.081 -2.097 2.389 0.06
C 1.875 -1.841 1.913 -0.33
N 1.725 -1.661 0.659 0.07
C 3.042 -1.797 0.027 -0.24
C 3.059 -2.787 -1.111 -0.20
C 4.230 -2.913 -1.856 -0.04
C 4.300 -3.806 -2.912 -0.06
C 3.194 -4.580 -3.244 -0.07
C 2.027 -4.461 -2.506 -0.07
C 1.962 -3.569 -1.441 -0.05
C 0.727 -1.775 2.847 -0.16
C 0.787 -1.619 4.222 0.06
C -0.416 -1.507 4.910 0.01
C -1.628 -1.555 4.225 0.06
C -1.584 -1.723 2.854 -0.16
N -0.431 -1.833 2.206 0.06
C -2.748 -1.758 1.933 -0.33
N -2.617 -1.976 0.682 0.09
C -3.969 -1.916 0.091 -0.21
C -4.832 -1.401 1.267 -0.04
O -3.949 -1.513 2.428 0.06
C -4.020 -1.075 -1.163 -0.20
C -5.195 -0.405 -1.495 -0.03
C -5.271 0.366 -2.646 -0.05
C -4.174 0.471 -3.489 -0.07
C -3.012 -0.225 -3.187 -0.08
C -2.942 -0.997 -2.036 -0.08
H 4.354 -3.175 1.157 0.14
H 4.770 -1.457 1.386 0.14
H 3.318 -0.817 -0.375 0.14
H 5.096 -2.307 -1.609 0.12
H 5.217 -3.900 -3.477 0.11
H 3.248 -5.279 -4.067 0.11
H 1.169 -5.074 -2.748 0.11
H 1.055 -3.523 -0.845 0.08
H 1.741 -1.584 4.727 0.14
H -0.411 -1.377 5.984 0.13
H -2.575 -1.460 4.735 0.14
H -4.268 -2.936 -0.164 0.17
H -5.713 -2.002 1.468 0.14
H -5.107 -0.353 1.166 0.13
H -6.066 -0.478 -0.855 0.12
H -6.192 0.880 -2.887 0.12
H -4.234 1.070 -4.387 0.11
H -2.163 -0.181 -3.857 0.11
H -2.043 -1.584 -1.852 0.07
C -2.312 1.775 0.311 -0.21
Ge -0.528 0.981 0.279 0.92
C 0.442 1.556 1.859 -0.35
C 1.833 1.439 1.936 -0.13
C 2.514 1.793 3.092 -0.07
C 1.809 2.261 4.196 -0.07
C 0.428 2.383 4.136 -0.07
C -0.252 2.030 2.975 -0.11
C 0.491 1.721 -1.305 -0.16
C 0.986 0.834 -2.287 -0.07
C 1.622 1.274 -3.429 -0.01
C 1.808 2.646 -3.643 0.06
C 1.365 3.572 -2.692 -0.16
C 1.567 4.949 -2.889 0.06
C 1.158 5.878 -1.927 0.00
C 0.553 5.437 -0.768 0.01
C 0.336 4.067 -0.557 0.05
C 0.717 3.110 -1.510 -0.17
H -2.260 2.857 0.442 0.03
H -2.875 1.356 1.147 0.02
H -2.842 1.548 -0.612 0.01
H 2.395 1.083 1.077 0.09
H 3.592 1.712 3.136 0.11
H 2.338 2.540 5.097 0.11
H -0.120 2.759 4.990 0.11
H -1.331 2.133 2.945 0.10
H 0.865 -0.238 -2.149 0.08
H 1.974 0.560 -4.162 0.13
H 2.309 2.997 -4.537 0.14
H 2.047 5.287 -3.799 0.14
H 1.324 6.934 -2.089 0.13
H 0.246 6.150 -0.015 0.13
H -0.106 3.739 0.374 0.10
```

Calculated values
- <S²>: 3.782
- Multiplicity: 4
- Energy relative to the best compared isomer or geometry (same formula, charge and spin): 0.0 kcal per mole
- Kohn-Sham gap (alpha / beta): 6.4 / 4.9 eV
- Strongest force on any atom: 0.5 eV Å⁻¹
- Calculated total energy: -4063.6675 Ha
- Charge: +2


No. 5
Formula: C40H34N3P2ReS2
Source: OMol25
Level of theory: the ωB97M-V functional and the def2-TZVPD basis

XYZ file:
```
82
Properties=species:S:1:pos:R:3:lowdin_charge:R:1
Re -0.117 0.631 0.253 1.26
C 0.979 -1.732 2.484 -0.25
N 2.139 -2.047 1.714 -0.16
C 1.947 -1.932 0.297 -0.23
P 2.136 -0.096 -0.243 0.96
C 3.947 -0.040 -0.215 -0.37
C 4.580 -0.699 -1.274 -0.11
C 5.956 -0.777 -1.309 -0.03
C 6.706 -0.206 -0.289 -0.02
C 6.076 0.434 0.768 -0.03
C 4.694 0.523 0.814 -0.06
C 1.701 0.048 -2.004 -0.42
C 0.516 -0.519 -2.498 -0.13
C 0.057 -0.173 -3.760 -0.04
C 0.754 0.754 -4.523 -0.02
C 1.912 1.339 -4.028 -0.02
C 2.377 1.007 -2.769 -0.09
C 3.324 -2.458 2.302 -0.21
C 3.496 -2.446 3.706 -0.03
C 4.659 -2.891 4.290 -0.05
C 5.707 -3.372 3.512 -0.05
C 5.557 -3.404 2.129 -0.05
C 4.399 -2.958 1.532 -0.03
P 0.435 0.094 2.520 0.98
C -0.771 0.093 3.863 -0.37
C -1.493 -1.044 4.228 -0.07
C -2.383 -0.981 5.287 -0.03
C -2.586 0.216 5.959 -0.02
C -1.884 1.353 5.586 -0.04
C -0.971 1.297 4.549 -0.11
C 1.772 1.161 3.124 -0.39
C 2.105 2.324 2.428 -0.14
C 2.990 3.233 2.982 -0.05
C 3.565 2.979 4.219 -0.02
C 3.260 1.808 4.897 -0.02
C 2.355 0.907 4.364 -0.07
H 1.085 -2.050 3.521 0.10
H 0.108 -2.258 2.063 0.10
H 0.941 -2.284 0.034 0.09
H 2.669 -2.522 -0.267 0.11
H 3.990 -1.139 -2.068 0.12
H 6.439 -1.281 -2.132 0.13
H 7.783 -0.256 -0.331 0.13
H 6.668 0.873 1.556 0.12
H 4.208 1.031 1.635 0.09
H -0.006 -1.291 -1.936 0.10
H -0.853 -0.606 -4.144 0.13
H 0.404 1.016 -5.508 0.13
H 2.449 2.066 -4.619 0.13
H 3.269 1.479 -2.378 0.12
H 2.722 -2.092 4.363 0.08
H 4.751 -2.875 5.364 0.12
H 6.612 -3.729 3.975 0.12
H 6.347 -3.807 1.515 0.12
H 4.335 -3.040 0.459 0.10
H -1.372 -1.980 3.704 0.10
H -2.922 -1.867 5.584 0.13
H -3.292 0.259 6.775 0.13
H -2.045 2.285 6.107 0.12
H -0.415 2.180 4.266 0.11
H 1.653 2.522 1.458 0.06
H 3.229 4.144 2.456 0.12
H 4.241 3.697 4.659 0.13
H 3.709 1.610 5.856 0.13
H 2.087 0.027 4.929 0.11
S -4.297 -1.014 -0.773 0.92
C -2.966 -0.324 -0.309 -0.84
N -1.952 0.199 0.041 -0.17
S -0.536 5.088 -0.728 1.22
C -0.037 3.467 -0.705 -0.42
N -0.569 2.700 0.229 -0.16
C -1.462 3.406 1.014 -0.30
C -2.226 2.914 2.074 -0.03
C -3.034 3.794 2.762 -0.03
C -3.121 5.139 2.397 -0.02
C -2.404 5.635 1.326 -0.04
C -1.568 4.761 0.642 -0.41
H 0.699 3.101 -1.406 0.08
H -2.181 1.865 2.324 0.08
H -3.623 3.437 3.590 0.12
H -3.770 5.802 2.948 0.13
H -2.496 6.667 1.024 0.13
```

Calculated values
- <S²>: 3.809
- Multiplicity: 4
- Energy relative to the best compared isomer or geometry (same formula, charge and spin): 39.0 kcal per mole
- Kohn-Sham gap (alpha / beta): 4.2 / 4.1 eV
- Strongest force on any atom: 3.6 eV Å⁻¹
- Calculated total energy: -3265.3055 Ha
- Charge: +3